No. 1
ORCA calculation (ωB97M-V with the def2-TZVPD basis set) on 7 unconnected molecules or ions with the total composition C8H22Br2N6O12.

```
50
Properties=species:S:1:pos:R:3:forces:R:3
Br -1.336 1.149 -0.218 0.0 -0.9 -0.1
C -0.773 -0.772 0.010 -0.2 -0.2 1.8
C -0.006 -0.830 1.378 0.4 -1.2 -0.9
Br -0.015 -2.781 2.074 -0.1 1.6 -0.5
H -0.211 -1.155 -0.842 0.2 0.4 0.1
H -1.708 -1.329 0.061 0.0 0.2 0.0
H -0.328 -0.186 2.196 -0.4 -0.3 -0.3
H 1.057 -0.653 1.214 -0.1 0.0 0.0
C 2.592 -0.786 -4.732 0.5 -0.6 0.5
N 2.382 0.018 -3.498 0.4 -1.1 -0.8
O 2.525 1.226 -3.682 -0.5 0.5 1.2
O 2.239 -0.623 -2.456 -0.2 1.5 -0.6
H 3.256 -1.554 -4.334 -0.1 -0.3 -0.6
H 3.093 -0.172 -5.481 -0.2 0.0 0.2
H 1.669 -1.232 -5.103 0.0 0.1 0.3
C 2.301 -1.329 5.592 1.1 -1.5 0.8
N 2.021 -0.020 4.990 0.1 -2.6 0.5
O 1.919 0.894 5.740 -0.1 2.1 1.0
O 1.812 -0.056 3.824 -0.3 0.9 -2.3
H 1.354 -1.792 5.873 0.1 0.4 0.3
H 3.018 -1.207 6.404 -0.6 0.2 0.4
H 2.796 -2.052 4.945 -0.3 0.6 -0.7
C -5.423 0.663 0.172 -1.4 -1.5 0.7
N -4.605 -0.131 -0.751 0.8 -1.2 0.9
O -4.431 -1.319 -0.450 -0.1 1.1 -0.3
O -4.187 0.400 -1.723 0.7 0.7 -1.8
H -6.082 1.334 -0.380 0.4 0.1 0.1
H -4.909 1.085 1.035 0.4 0.1 -0.6
H -5.953 -0.223 0.520 -0.9 0.8 0.8
C 1.406 2.712 -0.881 -2.3 0.8 -0.6
N 1.928 2.023 0.343 1.1 1.5 -2.4
O 2.858 1.303 0.096 0.7 -1.2 0.7
O 1.489 2.325 1.415 -0.5 -0.1 0.8
H 0.626 3.381 -0.517 0.1 0.0 0.0
H 0.925 2.023 -1.576 0.2 -0.5 0.6
H 2.020 3.276 -1.583 1.2 -0.2 1.0
C -1.853 5.036 0.772 -0.8 -1.5 0.8
N -1.531 4.710 2.213 3.0 0.7 1.3
O -2.367 4.216 2.939 -0.5 0.3 -0.9
O -0.363 4.893 2.584 -1.4 0.1 -0.8
H -1.114 5.550 0.158 0.0 0.3 0.9
H -2.859 5.451 0.837 0.2 0.0 -0.5
H -1.872 3.996 0.449 -0.5 0.1 -0.7
C 1.188 -5.662 -3.332 -0.5 0.6 0.9
N 0.635 -4.938 -2.130 1.6 -0.3 -2.8
O 0.539 -5.560 -1.081 -0.2 -2.2 2.9
O 0.340 -3.718 -2.227 -0.3 1.7 -0.8
H 0.302 -6.092 -3.798 0.1 0.2 -0.8
H 1.844 -6.507 -3.122 -0.1 0.0 0.8
H 1.791 -4.983 -3.935 -0.6 0.2 -0.3
```
Positions in Å, forces in eV/Å.

<S²>: 0.756
Spin multiplicity: 2
Total charge: -1
DFT total energy in eV: -182229.433

***

No. 2
ORCA calculation (ωB97M-V with the def2-TZVPD basis set) on C17H27N5O3 in the gas phase.

```
52
Properties=species:S:1:pos:R:3:forces:R:3
C 3.510 1.675 4.485 0.0 0.0 0.0
C 2.249 2.505 4.284 0.0 0.0 0.0
C 1.532 2.160 2.985 0.0 0.0 0.0
C 0.274 2.993 2.791 0.0 0.0 0.0
N -0.399 2.678 1.543 0.0 0.0 0.0
C -1.263 1.678 1.282 -0.2 0.1 0.1
C -1.505 1.773 -0.068 0.2 -0.2 -0.1
C -2.318 0.895 -0.995 0.1 0.0 0.0
C -2.463 1.585 -2.350 -0.2 0.0 0.0
C -3.742 0.714 -0.454 0.0 0.0 0.0
O -3.804 0.014 0.769 0.0 0.0 0.0
C -3.308 -1.295 0.578 0.0 0.0 0.0
C -1.855 -1.262 0.157 0.0 0.0 0.0
N -1.682 -0.462 -1.057 -0.2 0.0 0.0
C -0.792 -0.837 -2.022 0.1 0.0 0.0
O -0.644 -0.277 -3.091 0.0 0.1 0.0
C 0.066 -2.081 -1.741 0.0 0.0 0.0
O 0.721 -1.985 -0.463 0.0 0.0 0.0
N 2.011 -2.534 -0.582 0.0 0.0 0.0
C 2.278 -2.714 -1.811 0.0 0.0 0.0
C 3.595 -3.253 -2.246 0.0 0.0 0.0
C 1.192 -2.260 -2.747 0.0 0.0 0.0
C 0.866 -3.200 -3.895 0.0 0.0 0.0
N -0.766 2.811 -0.542 0.0 0.0 0.0
N -0.104 3.349 0.432 0.0 0.0 0.0
H 4.012 1.932 5.417 0.0 0.0 0.0
H 3.276 0.609 4.513 0.0 0.0 0.0
H 4.216 1.836 3.668 0.0 0.0 0.0
H 1.568 2.351 5.127 0.0 0.0 0.0
H 2.504 3.569 4.285 0.0 0.0 0.0
H 2.196 2.327 2.133 0.0 0.0 0.0
H 1.269 1.098 2.975 0.0 0.0 0.0
H -0.434 2.831 3.605 0.0 0.0 0.0
H 0.512 4.055 2.754 0.0 0.0 0.0
H -1.655 1.043 2.055 0.0 0.0 0.0
H -3.035 2.501 -2.184 0.0 0.0 0.0
H -1.512 1.858 -2.783 0.0 0.0 0.0
H -3.001 0.947 -3.048 0.0 0.0 0.0
H -4.178 1.697 -0.285 0.0 0.0 0.0
H -4.335 0.183 -1.212 0.0 0.0 0.0
H -3.409 -1.822 1.527 0.0 0.0 0.0
H -3.911 -1.814 -0.180 0.0 0.0 0.0
H -1.240 -0.869 0.969 0.0 0.0 0.0
H -1.521 -2.279 -0.018 0.0 0.0 0.0
H -0.570 -2.978 -1.743 0.0 0.0 0.0
H 4.105 -2.527 -2.881 0.0 0.0 0.0
H 4.220 -3.470 -1.383 0.0 0.0 0.0
H 3.464 -4.165 -2.831 0.0 0.0 0.0
H 1.474 -1.284 -3.155 0.0 0.0 0.0
H 1.716 -3.311 -4.569 0.0 0.0 0.0
H 0.588 -4.191 -3.528 0.0 0.0 0.0
H 0.034 -2.797 -4.473 0.0 0.0 0.0
```
Positions in Å, forces in eV/Å.

Energy relative to the best compared isomer or geometry (same formula, charge and spin) in kcal/mol: 83.3
Total charge: 0
SMILES: CCCCn1cc([C@]2(C)COCCN2C(=O)[C@@H]2ON=C(C)[C@H]2C)nn1

***

No. 3
ORCA calculation (ωB97M-V with the def2-TZVPD basis set) on 13 unconnected molecules or ions with the total composition C32H95N13O13.

```
153
Properties=species:S:1:pos:R:3:forces:R:3
C 0.405 -7.600 -6.799 0.6 -0.8 0.2
C 0.291 -8.123 -8.287 -1.7 0.0 2.9
C 1.383 -7.707 -9.135 2.0 1.7 -1.4
O 1.338 -8.239 -10.451 -0.2 -0.7 0.4
C 2.242 -7.587 -11.279 0.6 0.9 -0.9
N 0.276 -9.605 -8.200 -0.5 1.1 -0.2
H -0.542 -7.688 -6.265 -0.3 0.6 -0.5
H 0.906 -6.651 -6.607 -0.5 0.4 -0.5
H 0.976 -8.271 -6.156 0.5 -0.5 -0.5
H -0.631 -7.645 -8.618 -0.3 -0.7 -0.5
H 2.332 -7.957 -8.662 0.4 -0.3 0.1
H 1.432 -6.628 -9.282 -0.2 0.4 0.4
H 3.312 -7.678 -11.093 0.2 -0.9 0.7
H 2.141 -6.504 -11.198 -0.5 0.3 -0.2
H 2.122 -7.882 -12.322 -0.4 -0.1 0.1
H 1.266 -9.747 -8.338 0.1 -1.1 0.0
H -0.192 -9.931 -9.034 0.1 -0.4 -0.2
C -0.165 -8.362 4.845 0.2 0.3 0.2
C 0.279 -8.413 3.387 2.4 -1.9 1.7
C 1.170 -9.726 3.226 -1.8 1.2 -2.2
O 2.529 -9.407 3.227 -0.2 1.2 0.8
C 3.364 -10.506 3.160 0.5 -0.6 0.3
N -0.902 -8.386 2.568 1.3 0.3 -0.7
H 0.687 -8.239 5.514 -0.1 0.0 0.2
H -0.717 -9.264 5.111 0.1 -0.2 0.1
H -0.871 -7.540 4.962 0.1 0.2 0.3
H 1.008 -7.612 3.264 -0.4 0.4 -0.7
H 1.022 -10.114 2.218 -0.7 -0.2 -0.3
H 0.725 -10.472 3.884 1.0 -0.3 0.7
H 3.065 -11.240 2.413 -0.4 -0.2 -0.1
H 3.359 -10.949 4.156 0.4 -0.6 0.0
H 4.365 -10.193 2.862 0.0 0.2 0.3
H -1.257 -7.501 2.902 -1.4 -0.2 -0.4
H -1.410 -9.185 2.919 -1.0 0.3 -0.1
C -7.390 5.895 6.141 0.2 -0.7 0.9
C -6.363 6.483 5.154 0.3 -1.0 0.8
C -5.188 5.477 4.891 0.4 -0.3 1.7
O -4.400 5.342 6.102 1.4 -0.1 -0.3
C -3.042 4.769 6.034 -1.2 0.6 0.1
N -7.098 6.708 3.913 0.4 0.0 0.0
H -8.216 6.561 6.391 -0.2 0.0 -0.9
H -7.115 5.565 7.143 1.3 0.5 0.1
H -7.693 4.910 5.787 -0.7 0.2 -0.7
H -5.954 7.413 5.549 0.0 0.0 -0.1
H -4.579 5.736 4.025 0.1 0.4 0.0
H -5.562 4.463 4.750 -0.6 0.0 -0.6
H -2.338 5.407 5.500 -0.1 0.3 0.0
H -2.940 3.777 5.593 -0.7 -0.2 -0.3
H -2.713 4.658 7.067 -0.1 0.3 0.0
H -7.005 5.823 3.436 -0.5 -0.2 -0.5
H -6.589 7.365 3.338 0.1 0.2 -0.2
C 3.000 2.394 1.401 -0.3 0.1 0.4
C 2.046 1.825 0.307 1.6 -1.1 1.7
C 1.080 0.749 0.857 0.8 0.7 -0.4
O 0.403 0.385 -0.288 -1.8 -1.9 -1.6
C -0.437 -0.793 -0.283 0.7 0.5 -0.3
N 1.306 2.826 -0.386 -0.4 0.8 -0.4
H 3.388 1.706 2.153 -0.1 -0.9 -0.5
H 2.511 3.089 2.084 -0.4 0.5 -0.4
H 3.889 2.876 0.995 -0.3 0.2 -0.3
H 2.666 1.332 -0.442 0.1 -0.2 0.0
H 0.401 1.267 1.533 -0.1 -0.3 0.7
H 1.575 -0.133 1.264 0.1 0.2 0.5
H -1.441 -0.594 0.092 0.0 0.1 0.2
H 0.004 -1.643 0.237 0.2 0.2 0.5
H -0.519 -1.144 -1.311 -0.1 0.4 -0.1
H 0.432 2.932 0.109 -0.3 0.5 0.3
H 0.996 2.379 -1.237 0.0 0.2 -0.3
C -14.669 -3.413 -5.221 -0.9 -1.3 0.9
C -13.355 -2.931 -4.656 -0.5 -0.6 -0.7
C -12.426 -4.002 -4.169 -1.0 -0.6 1.5
O -11.259 -3.393 -3.617 0.2 -0.9 -0.1
C -10.472 -4.370 -2.945 -0.4 -0.5 0.5
N -12.633 -2.308 -5.699 1.8 1.8 -1.1
H -15.338 -2.622 -5.559 0.2 0.2 0.4
H -15.088 -3.973 -4.385 -0.9 0.1 0.1
H -14.699 -4.142 -6.032 0.9 0.1 -0.2
H -13.619 -2.333 -3.784 0.3 0.5 0.0
H -12.167 -4.750 -4.918 0.1 0.1 -0.4
H -13.004 -4.515 -3.400 0.3 -0.5 0.5
H -9.458 -4.019 -2.754 -0.2 0.2 -0.1
H -10.440 -5.354 -3.411 0.3 0.2 -1.0
H -10.938 -4.693 -2.013 -0.1 0.7 0.6
H -12.442 -1.333 -5.518 -0.4 0.4 -0.1
H -11.700 -2.678 -5.595 0.4 0.1 -0.6
C 7.191 2.879 -5.448 -1.5 0.9 -0.8
C 5.925 3.855 -5.599 0.9 -0.1 0.6
O 4.905 3.286 -6.405 0.3 -0.6 -0.2
H 6.802 1.891 -5.204 0.1 0.1 0.3
H 7.940 3.226 -4.736 -0.4 0.1 0.3
H 7.753 2.763 -6.375 -0.3 0.2 -0.3
H 6.145 4.850 -5.986 0.7 -0.1 -0.4
H 5.519 4.109 -4.620 0.1 -0.5 0.4
H 4.048 3.630 -6.144 0.1 0.1 0.1
C 2.882 -2.424 8.050 0.5 0.5 0.4
C 3.947 -3.237 7.279 -2.4 -0.6 -0.2
O 5.030 -2.428 7.010 1.1 0.9 0.1
H 1.829 -2.659 7.892 0.2 -0.6 -0.4
H 2.997 -1.396 7.708 0.0 0.1 0.0
H 2.995 -2.393 9.134 0.4 -0.1 0.0
H 3.423 -3.507 6.362 0.1 -0.2 -0.5
H 4.202 -4.190 7.741 0.2 0.0 0.4
H 5.603 -2.807 6.339 -0.1 -0.2 0.0
C 7.315 -3.271 1.434 0.5 -1.4 0.0
C 8.604 -4.060 1.760 -0.4 1.4 1.2
O 8.951 -3.662 3.093 0.1 0.5 0.4
H 6.558 -3.720 2.077 -0.3 0.3 -0.2
H 7.077 -3.457 0.387 -0.3 0.1 0.0
H 7.382 -2.200 1.625 0.3 -0.2 0.0
H 9.405 -3.742 1.093 0.1 -0.6 -0.3
H 8.430 -5.129 1.879 0.0 -0.1 -1.1
H 9.800 -4.034 3.343 0.0 -0.1 -0.1
C 3.231 6.853 10.832 1.5 -0.5 -0.5
C 3.496 7.264 9.342 0.1 0.7 2.1
O 4.817 7.952 9.257 -2.0 -1.5 -0.3
H 2.243 6.443 11.041 0.0 0.2 -0.2
H 3.567 7.538 11.610 -0.6 0.9 -0.4
H 3.970 6.081 11.043 -0.2 -0.6 -0.2
H 2.683 7.905 9.000 0.3 0.3 -0.2
H 3.441 6.339 8.769 0.4 0.1 -0.3
H 5.261 7.374 8.632 0.6 0.3 -0.1
C 3.954 9.327 -0.266 -0.3 6.1 1.0
O 4.162 10.521 0.079 0.7 -2.2 -0.4
N 4.738 8.460 -0.788 5.0 -2.6 -1.4
N 2.752 8.868 -0.352 -5.8 -1.5 0.7
H 5.696 8.715 -0.981 -0.2 -0.4 0.1
H 4.358 7.575 -1.093 0.6 0.3 -0.1
H 1.968 9.428 -0.049 0.4 -0.1 0.2
H 2.611 7.867 -0.346 -0.3 0.3 0.0
C -1.244 7.240 -7.392 0.8 -2.0 1.8
O -0.881 6.230 -6.833 0.8 -1.6 -0.1
N -0.949 7.696 -8.567 1.5 1.0 -4.5
N -2.006 8.089 -6.780 -2.7 2.6 2.6
H -1.132 8.684 -8.668 0.5 -0.4 -0.7
H -0.307 7.234 -9.196 -0.2 0.1 0.3
H -2.188 7.869 -5.811 -0.3 0.5 -0.3
H -2.329 8.909 -7.272 -0.3 -0.2 0.9
C -5.976 3.004 -3.193 0.8 2.1 1.1
O -5.923 4.072 -2.612 -0.3 0.4 0.2
N -5.066 2.461 -3.925 4.2 -1.4 -2.9
N -6.948 2.139 -3.155 -5.3 -1.0 2.2
H -5.310 1.498 -4.105 1.5 0.3 -0.6
H -4.141 2.846 -4.053 -0.3 -0.2 0.0
H -7.024 1.252 -3.632 -0.1 0.5 0.3
H -7.660 2.477 -2.523 -0.5 -0.8 -0.3
C 10.049 6.070 4.563 -2.6 -1.4 6.0
O 8.961 5.833 5.058 -1.1 0.0 -0.6
N 10.396 6.300 3.390 1.3 1.4 -9.2
N 11.130 6.109 5.316 2.9 0.0 2.5
H 9.799 6.350 2.577 -0.3 -0.1 0.6
H 11.373 6.240 3.143 -0.4 0.1 0.0
H 11.085 5.845 6.290 0.2 0.2 -0.4
H 11.963 6.445 4.854 0.1 -0.2 1.1
```
Positions in Å, forces in eV/Å.

Total charge: 0
DFT total energy in eV: -80705.461